Formula: C3H13NO3
Source: the Open Molecules 2025 dataset
Level of theory: ωB97M-V/def2-TZVPD

Each line ends with the natural charge from an NBO analysis.
Positions of all 20 atoms, in Å:
C  -0.4789  -0.4478  -0.7140  -0.2491
C  -1.6845  -0.2633  0.2862  0.0631
C  -2.8319  -0.9293  -0.4428  -0.6158
O  -2.0724  1.0310  0.6118  -0.6976
N  0.3821  0.7067  -1.1089  -0.8060
H  0.0618  -1.2407  -0.3281  0.1910
H  -0.7393  -0.7969  -1.7340  0.1799
H  -1.4854  -0.8642  1.2057  0.1459
H  -3.7546  -0.7633  0.1369  0.2190
H  -2.7773  -0.5536  -1.4847  0.2072
H  -2.7125  -2.0617  -0.3599  0.2075
H  -1.2386  1.5174  0.2528  0.4531
H  0.3299  1.3947  -0.3447  0.3406
H  -0.0531  0.9853  -1.9641  0.3595
H  5.0665  -0.1952  -0.6933  0.4555
H  4.4314  0.6857  -0.0079  0.4583
O  5.0711  0.0513  0.2429  -0.9142
H  0.7054  0.4754  2.1053  0.4705
H  2.1599  0.6864  2.5540  0.4763
O  1.6206  0.5821  1.7868  -0.9446

As for the charge: 0. The total energy is -402.502777 a.u. The value obtained for the gap between HOMO and LUMO is 10.3 eV. As for the energy above the lowest of the compared OMol25 structures with the same formula, charge and spin: 203.9 kJ/mol. The structure (SMILES) is C[C@H](O)CN.O.O. The calculation puts the strongest force on any atom at 3.879 eV/A. The calculation puts the highest occupied orbital energy at -9.71 eV.



Formula: C20H30B2N2O20Pb
Source: the Open Molecules 2025 dataset
Level of theory: ωB97M-V/def2-TZVPD

Each line ends with the Löwdin charge.
Positions of all 75 atoms, in Å:
Pb  -6.7629  1.1962  19.1407  1.8333
O  -0.7190  7.4129  18.0440  0.2013
C  -1.7964  6.9855  17.8583  -0.4011
O  -2.7064  6.6370  18.7185  0.2516
B  -3.8969  6.0621  18.1380  -0.8564
O  -3.6760  6.2403  16.6884  0.2323
C  -2.5300  6.7768  16.4529  -0.3712
O  -2.0491  7.0732  15.3626  0.1345
O  -5.1468  6.7637  18.5920  0.2642
C  -5.9460  5.8915  19.1923  -0.3779
O  -7.0626  6.0394  19.6819  0.1432
C  -5.2198  4.6372  19.1888  -0.4737
O  -4.1597  4.7144  18.5732  0.3226
O  -5.7297  3.6381  19.6624  0.0128
O  -7.9873  -7.4734  15.9708  0.0822
C  -7.6605  -6.2286  15.9461  -0.3506
O  -8.1826  -5.3018  16.6199  0.2588
B  -7.4261  -4.0564  16.3597  -0.8335
O  -6.2301  -4.4416  15.5845  0.2266
C  -6.3571  -5.6944  15.2431  -0.4061
O  -5.6411  -6.3403  14.5470  0.1825
O  -8.2071  -3.2113  15.4226  0.2396
C  -8.5164  -2.0409  16.0186  -0.3223
O  -9.2620  -1.1593  15.6357  0.1362
C  -7.7199  -2.0577  17.4091  -0.2103
O  -7.0782  -3.2344  17.5567  0.2523
O  -7.6987  -1.0043  18.1706  -0.1102
C  -4.3843  -1.8651  19.8795  0.0049
O  -4.7786  -0.7634  18.9861  -0.3025
C  -3.8109  -0.3756  18.1332  -0.2360
C  -4.5706  0.2229  16.9096  -0.1764
N  -5.0809  1.5405  17.1463  -0.0583
C  -5.6401  2.0220  15.9076  -0.1170
C  -6.5260  3.2894  16.2199  -0.1073
O  -7.5192  3.0688  17.2959  -0.3085
C  -8.5995  4.0222  17.3187  -0.0551
H  -4.0834  -2.6588  19.1957  0.1023
H  -5.2396  -2.2868  20.4075  0.1039
H  -3.5147  -1.6284  20.4925  0.1028
H  -3.1398  -1.1533  17.7689  0.1464
H  -3.2032  0.3797  18.6314  0.1170
H  -5.4781  -0.3676  16.7838  0.1144
H  -3.9895  -0.1341  16.0593  0.1590
H  -4.2396  2.0902  17.2473  0.1487
H  -6.3684  1.3108  15.5180  0.1427
H  -4.8654  2.2969  15.1918  0.1614
H  -6.9173  3.5961  15.2499  0.1398
H  -6.0140  4.1912  16.5556  0.1212
H  -9.3089  3.8520  18.1286  0.0887
H  -9.1875  4.0422  16.4011  0.1025
H  -8.1489  5.0147  17.3190  0.0983
C  -3.9173  1.5847  21.2725  -0.0199
O  -5.2964  1.1708  21.2934  -0.3007
C  -5.8829  1.0546  22.5083  -0.2393
C  -7.2265  1.6963  22.4045  -0.1719
N  -8.0688  1.1241  21.3358  -0.0479
C  -9.1425  2.0949  21.1011  -0.1791
C  -10.1683  1.6452  20.0476  -0.1643
O  -9.5638  1.6261  18.7357  -0.3248
C  -10.5550  1.3409  17.6650  -0.0009
H  -3.5882  1.3837  20.2530  0.0762
H  -3.2767  1.2139  22.0727  0.1142
H  -3.8106  2.6446  21.5030  0.1042
H  -5.5020  1.4557  23.4475  0.1595
H  -6.1106  0.0142  22.7404  0.1414
H  -7.0836  2.7719  22.3006  0.1452
H  -7.8032  1.7384  23.3285  0.1546
H  -8.5549  0.2887  21.6290  0.1569
H  -8.7782  3.1156  20.9850  0.1423
H  -9.5449  2.1886  22.1098  0.1447
H  -10.9466  2.4083  20.0406  0.1434
H  -10.5413  0.6713  20.3647  0.1359
H  -11.3748  0.6788  17.9437  0.1072
H  -9.9619  0.8375  16.9014  0.0779
H  -10.9022  2.3260  17.3534  0.0917

As for the spin multiplicity: 2. As for the charge: +1. The expectation value of S² is 0.768. The total energy is -2636.874069 a.u. The value obtained for the gap between HOMO and LUMO (alpha / beta) is 7.1 / 1.5 eV. The calculation puts the strongest force on any atom at 8.524 eV/A. The calculation puts the highest occupied orbital energy (alpha / beta) at -11.21 / -11.18 eV.



Formula: C10H16N2O7
Source: the Open Molecules 2025 dataset
Level of theory: ωB97M-V/def2-TZVPD

Each line ends with the natural charge from an NBO analysis.
Positions of all 35 atoms, in Å:
C  -1.5235  0.7332  -0.5023  -0.1464
C  -0.7981  -0.5815  -0.8397  0.7017
C  -2.1593  0.6998  0.9005  -0.4280
C  -3.6222  0.7638  0.7736  -0.5418
C  -4.1519  -0.5332  0.2218  0.8110
C  1.2281  0.1962  0.2999  -0.1338
C  1.8632  1.5131  -0.2863  0.7839
C  2.2017  -0.6333  1.0778  -0.4124
C  3.0685  -1.2534  -0.0782  -0.5645
C  4.6005  -0.9987  0.0289  0.7904
H  -2.1017  1.3392  -2.3118  0.3652
H  -2.8180  0.0284  -1.8449  0.3987
H  -0.8080  1.5583  -0.4777  0.2061
H  -2.0745  -0.1488  1.5282  0.2306
H  -1.7392  1.5096  1.4432  0.2195
H  -3.8861  1.3029  -0.1108  0.2791
H  -4.1915  1.1262  1.6314  0.2422
H  -4.2443  -2.4580  0.9302  0.5123
H  0.8545  -1.5876  -0.5005  0.3913
H  0.3615  0.7006  1.0111  0.2233
H  2.8173  0.0530  1.6509  0.2529
H  1.7793  -1.3637  1.7658  0.2348
H  2.9197  -2.3575  -0.0812  0.2392
H  2.6377  -0.9668  -1.1068  0.2451
H  4.7233  -1.0228  -1.8164  0.4870
H  2.1978  3.3856  0.4556  0.5037
N  -2.5211  0.9617  -1.5040  -0.8308
N  0.5865  -0.6721  -0.5941  -0.6453
O  -1.3301  -1.5500  -1.2770  -0.5885
O  -4.6372  -0.7135  -0.9006  -0.5990
O  -4.0043  -1.5240  1.1107  -0.7172
O  2.5458  1.6203  -1.2929  -0.5628
O  5.1479  -0.7899  1.0883  -0.5843
O  5.2723  -0.8986  -1.0741  -0.6364
O  1.8054  2.5614  0.6813  -0.7267

As for the charge: 0. The total energy is -1026.827528 a.u. The value obtained for the gap between HOMO and LUMO is 10.0 eV. As for the energy above the lowest of the compared OMol25 structures with the same formula, charge and spin: 225.8 kJ/mol. The structure (SMILES) is N[C@@H](CCC(=O)O)C(=O)N[C@@H](CCC(=O)O)C(=O)O. The calculation puts the strongest force on any atom at 5.546 eV/A. The calculation puts the highest occupied orbital energy at -9.61 eV.



Question: Look up the strongest force on any atom of the second one.
Answer: 8.524 eV/A